54
Properties=species:S:1:pos:R:3:forces:R:3:nbo_charge:R:1 method="wB97M-V/def2-TZVPD" largest_force_ha_per_bohr=0.019 energy_ha=-1078.7517 total_charge=0 orbital_gap_ev=10.0 smiles=CCO.CCO.CCO.CCO.O.O.O.O.O.O e_above_lowest_kcal_mol=44.4 lumo_ev=0.132
O -3.222949 1.553251 -1.443715 -0.093 0.082 0.145 -0.957
H -4.127405 1.410918 -1.151558 -0.017 -0.004 -0.013 0.462
H -2.666600 1.113707 -0.784789 0.112 -0.079 -0.229 0.490
O -1.437251 -1.891528 -2.847047 0.279 -0.155 -0.134 -0.959
H -0.627667 -2.215535 -3.257855 0.016 0.050 -0.036 0.480
H -2.136060 -2.456062 -3.192523 -0.112 0.085 0.070 0.487
O -1.859423 -2.795587 0.024105 0.035 -0.232 0.285 -0.956
H -1.386152 -3.012863 -0.784149 -0.051 0.132 -0.072 0.470
H -1.529952 -1.918760 0.254234 -0.146 0.137 -0.143 0.481
O 1.389606 2.022735 -0.402790 -0.025 0.155 -0.021 -0.989
H 0.717641 2.657059 -0.140508 -0.111 -0.030 -0.155 0.486
H 2.245612 2.453539 -0.256443 0.150 -0.156 0.175 0.507
O 2.091749 -0.453636 -1.595402 -0.007 -0.089 0.122 -0.974
H 1.893563 0.353879 -1.092721 -0.020 0.069 -0.182 0.495
H 2.597269 -0.146609 -2.352717 -0.007 -0.002 -0.016 0.467
O -0.967725 0.065717 -0.690574 0.061 -0.105 0.351 -0.984
H -0.927082 -0.376701 -1.547898 -0.170 -0.041 -0.114 0.505
H -0.090888 -0.057035 -0.312969 0.059 0.147 -0.040 0.484
C -0.212312 1.282574 -4.206550 -0.136 -0.433 -0.247 -0.641
C 0.083908 1.080465 -5.696031 -0.712 0.352 0.472 -0.059
O -1.079150 1.134621 -6.519960 -0.008 -0.114 0.084 -0.720
H 0.710210 1.095548 -3.650944 -0.100 0.262 0.162 0.206
H -0.951390 0.559982 -3.842856 0.098 -0.083 -0.140 0.210
H -0.633963 2.259107 -3.977192 0.244 0.142 -0.082 0.219
H 0.593224 0.120426 -5.821358 0.212 0.101 -0.187 0.146
H 0.682000 1.914450 -6.056037 0.371 -0.225 -0.056 0.177
H -1.716618 0.493437 -6.189849 -0.001 0.033 0.027 0.459
C 3.085141 1.018605 2.166085 -0.927 -0.220 0.174 -0.636
C 4.316974 1.200213 1.342216 0.460 0.037 0.247 -0.067
O 4.092717 2.152698 0.284037 0.166 -0.320 0.205 -0.754
H 2.261264 0.595139 1.584313 0.176 0.049 -0.006 0.219
H 2.710251 1.947360 2.600228 0.205 0.110 -0.062 0.212
H 3.269047 0.331287 2.993599 0.147 0.032 -0.035 0.225
H 4.636075 0.241404 0.925586 -0.105 0.005 -0.125 0.170
H 5.128843 1.541146 1.998548 -0.009 0.154 -0.227 0.163
H 4.802349 2.006574 -0.347329 -0.044 0.235 -0.139 0.478
C 0.631335 -1.713597 2.662811 0.388 0.664 0.019 -0.630
C 0.284307 -3.093210 3.151177 -0.458 -0.369 0.072 -0.066
O 0.494779 -3.157225 4.571436 0.034 0.091 -0.349 -0.730
H 0.161833 -1.496664 1.702608 -0.041 -0.157 0.001 0.200
H 1.698061 -1.501841 2.545403 -0.003 -0.429 0.091 0.198
H 0.263830 -0.959701 3.362992 -0.170 -0.162 -0.041 0.236
H 0.837183 -3.896711 2.649851 0.226 0.224 -0.014 0.156
H -0.769253 -3.284300 2.904624 0.034 0.069 0.205 0.167
H 0.138369 -3.991711 4.886204 0.018 -0.028 0.017 0.465
C -3.440529 -0.038416 3.284177 0.417 0.018 0.087 -0.629
C -2.756473 1.161324 2.657649 -0.297 0.003 -0.264 -0.057
O -1.369457 0.862954 2.510503 -0.118 0.135 -0.027 -0.730
H -2.907649 -0.294020 4.204815 -0.187 0.028 0.016 0.215
H -3.389015 -0.913363 2.635781 -0.016 0.069 -0.106 0.215
H -4.482600 0.176911 3.509861 -0.050 0.020 0.054 0.209
H -2.902896 2.055507 3.276530 0.121 -0.095 0.081 0.155
H -3.198532 1.397853 1.678521 0.045 -0.131 0.095 0.154
H -1.028139 1.404669 1.793867 0.070 -0.032 0.005 0.468